Entry A
Formula: C3H6O2
Source: OMol25
Level of theory: ωB97M-V/def2-TZVPD

Each line ends with the Löwdin charge.
CARTESIAN COORDINATES (ANGSTROEM)
O: 0.77823 1.71195 -1.43658  0.07
C: 0.36114 1.81839 -0.32536  -0.40
O: -0.17405 2.93593 0.20556  0.08
H: 0.28370 0.96552 0.36039  0.12
H: 0.00339 3.60180 -0.44937  0.10
C: -0.33320 -1.91592 0.94491  -0.08
C: 0.00506 -1.84669 -0.34462  -0.08
H: -1.34144 -1.55707 1.10020  0.04
H: 0.25014 -2.25309 1.78383  0.04
H: -0.75688 -1.39220 -0.96971  0.05
H: 0.92392 -2.06863 -0.86925  0.05

Values from the calculation:
- net charge = 0
- HOMO-LUMO gap (Eh) = 0.4111
- HOMO energy (eV) = -10.32
- structure (SMILES) = O=CO.C=C

Entry B
Formula: C3H6O2
Source: OMol25
Level of theory: ωB97M-V/def2-TZVPD

Each line ends with the Löwdin charge.
CARTESIAN COORDINATES (ANGSTROEM)
C: 0.27577 -1.55273 -0.38213  -0.07
C: 0.31113 -0.04197 -0.32378  -0.24
O: -0.63305 0.39890 0.67133  -0.03
C: -0.67926 1.72601 0.80878  -0.36
O: -0.01461 2.51247 0.18492  0.07
H: -0.72052 -1.91277 -0.65379  0.08
H: 0.98723 -1.90447 -1.13676  0.08
H: 0.55007 -1.99084 0.58192  0.08
H: 0.03638 0.41708 -1.27864  0.13
H: 1.29886 0.33922 -0.04704  0.13
H: -1.41199 2.00911 1.57519  0.14

Values from the calculation:
- net charge = 0
- HOMO-LUMO gap (Eh) = 0.4315
- HOMO energy (eV) = -10.74
- structure (SMILES) = CCOC=O

Relative energies with respect to the most stable structure, expressed in kJ/mol: entry A 97.4; entry B 0.0.